# 1
ORCA calculation (the ωB97M-V functional and the def2-TZVPD basis) on a single C21H18BF3O3 molecule at a distorted geometry.

E_HOMO in eV: -8.094
F_max in eV/A: 2.7

```
! wB97M-V def2-TZVPD RIJCOSX def2/J DEFGRID3
* xyz 0 1
F 2.95 -2.82 3.15
B 2.62 -2.02 2.07
F 2.90 -0.64 2.14
F 3.03 -2.53 0.83
C 0.96 -2.09 2.00
C 0.14 -0.97 1.70
O -1.19 -1.36 1.65
C -1.21 -2.71 1.92
C 0.06 -3.19 2.19
H 0.35 0.01 2.15
H -2.18 -3.21 1.96
H 0.34 -4.20 2.46
C -2.75 5.14 2.32
C -1.77 4.12 2.96
C -1.42 3.20 1.82
C -2.18 3.65 0.71
O -2.93 4.77 0.92
C -2.05 3.07 -0.57
C -1.17 2.00 -0.70
C -0.52 1.43 0.42
C 0.33 0.22 0.31
C 0.27 -0.63 -0.86
C 1.46 -1.27 -1.23
C 1.59 -1.81 -2.51
C 0.45 -1.95 -3.33
O 0.68 -2.58 -4.53
C 2.08 -3.04 -4.49
C 2.73 -2.44 -3.23
C -0.78 -1.42 -2.93
C -0.86 -0.81 -1.69
C -0.60 2.09 1.66
H -3.74 5.14 2.80
H -2.37 6.17 2.32
H -0.89 4.66 3.33
H -2.25 3.62 3.81
H -2.63 3.46 -1.40
H -0.99 1.59 -1.69
H 1.39 0.48 0.59
H 2.31 -1.32 -0.55
H 2.10 -4.14 -4.44
H 2.53 -2.70 -5.43
H 3.47 -1.69 -3.56
H 3.26 -3.17 -2.62
H -1.63 -1.46 -3.63
H -1.83 -0.37 -1.37
H -0.05 1.75 2.54
*
```

# 2
ORCA calculation (the ωB97M-V functional and the def2-TZVPD basis) on a molecular structure, C21H18Br2N3O3Pd.

E_HOMO in eV: -10.763
F_max in eV/A: 0.8

```
! wB97M-V def2-TZVPD RIJCOSX def2/J DEFGRID3
* xyz 1 1
Pd 0.04 0.04 0.05
O -0.14 3.97 3.68
C 0.87 4.16 2.76
C 1.92 5.03 2.98
C 2.93 5.13 2.03
C 2.89 4.35 0.89
C 1.83 3.49 0.68
C 0.80 3.38 1.61
C -0.38 2.46 1.40
O -0.45 1.93 0.13
N -0.31 1.38 2.41
N -0.29 0.11 2.00
C -0.32 -0.90 2.79
C -0.24 -2.27 2.31
Br -0.07 -2.46 0.41
C -0.35 -3.33 3.12
C -0.35 -4.77 2.88
C 0.33 -5.39 1.83
C 0.26 -6.76 1.67
C -0.49 -7.53 2.54
C -1.15 -6.93 3.61
C -1.07 -5.56 3.78
H -0.07 4.62 4.38
H 1.95 5.63 3.88
H 3.75 5.81 2.20
H 3.68 4.43 0.15
H 1.75 2.90 -0.23
H -1.31 3.01 1.61
H -0.39 1.58 3.40
H -0.40 -0.75 3.86
H -0.53 -3.05 4.16
H 0.97 -4.82 1.17
H 0.80 -7.23 0.86
H -0.55 -8.61 2.41
H -1.72 -7.53 4.30
H -1.58 -5.09 4.61
O 2.54 0.45 -5.53
C 1.88 0.38 -4.37
C 0.50 0.44 -4.25
C -0.05 0.35 -3.00
N 0.67 0.19 -1.88
C 2.01 0.14 -2.02
Br 2.97 -0.08 -0.39
C 2.65 0.22 -3.22
H 1.93 0.56 -6.27
H -0.14 0.58 -5.12
H -1.12 0.42 -2.85
H 3.73 0.18 -3.28
*
```